[1]
Below is a structure of composition C55H72Ge2MnN5O2S4, with properties calculated with ωB97M-V/def2-TZVPD.

```
! RIJCOSX wB97M-V def2-TZVPD def2/J DEFGRID3
* xyz -1 6
Mn -1.508 1.536 2.382
C 1.171 -3.299 -6.975
C 1.377 -3.472 -5.493
C 2.483 -2.914 -4.862
C 2.726 -3.111 -3.511
C 3.960 -2.523 -2.880
C 1.825 -3.875 -2.756
C 0.694 -4.416 -3.363
C -0.301 -5.248 -2.596
C 0.490 -4.208 -4.726
C 2.214 -4.265 -1.367
C 2.737 -5.557 -1.280
C 3.265 -6.043 -0.098
C 3.285 -5.215 1.009
C 2.757 -3.928 0.939
C 2.188 -3.423 -0.245
Ge 1.355 -1.572 0.124
S -0.926 -2.429 0.147
S 0.208 1.924 0.647
Ge -0.546 0.796 -1.072
S -2.047 -0.701 -0.132
S 0.991 -0.548 -1.953
C -1.239 1.867 -2.614
C -2.199 1.365 -3.511
C -2.533 2.085 -4.657
C -1.932 3.296 -4.945
C -0.995 3.799 -4.063
C -0.648 3.105 -2.905
C 0.358 3.794 -2.035
C -0.091 4.772 -1.143
C -1.564 5.013 -0.955
C 0.839 5.487 -0.398
C 2.200 5.242 -0.508
C 3.194 5.967 0.360
C 2.626 4.295 -1.429
C 1.728 3.580 -2.212
C 2.237 2.598 -3.229
C -2.973 0.100 -3.326
C -4.151 0.113 -2.580
C -4.598 1.348 -1.857
C -4.901 -1.053 -2.478
C -4.514 -2.223 -3.111
C -5.342 -3.477 -3.011
C -3.359 -2.202 -3.882
C -2.587 -1.055 -4.008
C -1.358 -1.071 -4.868
C 2.850 -3.142 2.214
C 3.885 -2.219 2.401
C 4.802 -1.849 1.269
C 4.025 -1.596 3.634
C 3.174 -1.876 4.695
C 3.390 -1.238 6.042
C 2.144 -2.781 4.486
C 1.966 -3.415 3.261
C 0.812 -4.361 3.064
H 1.539 -2.330 -7.312
H 0.116 -3.374 -7.240
H 1.707 -4.069 -7.535
H 3.182 -2.320 -5.442
H 4.612 -2.093 -3.640
H 4.519 -3.280 -2.325
H 3.694 -1.734 -2.175
H -0.175 -5.135 -1.521
H -0.200 -6.308 -2.845
H -1.317 -4.936 -2.844
H -0.385 -4.647 -5.194
H 2.737 -6.178 -2.169
H 3.672 -7.045 -0.045
H 3.714 -5.557 1.945
H -3.285 1.675 -5.321
H -2.199 3.846 -5.838
H -0.512 4.750 -4.257
H -2.079 5.134 -1.907
H -1.740 5.905 -0.352
H -2.019 4.156 -0.449
H 0.489 6.249 0.292
H 2.726 6.799 0.886
H 4.027 6.356 -0.228
H 3.609 5.288 1.108
H 3.688 4.110 -1.551
H 3.316 2.697 -3.351
H 1.758 2.748 -4.198
H 2.027 1.574 -2.920
H -4.326 2.259 -2.390
H -4.130 1.396 -0.874
H -5.677 1.346 -1.705
H -5.804 -1.043 -1.875
H -6.065 -3.406 -2.199
H -4.711 -4.348 -2.832
H -5.893 -3.653 -3.938
H -3.044 -3.103 -4.400
H -1.362 -1.947 -5.512
H -0.459 -1.113 -4.246
H -1.288 -0.177 -5.489
H 4.991 -2.696 0.611
H 5.753 -1.471 1.645
H 4.340 -1.064 0.663
H 4.822 -0.870 3.768
H 3.620 -0.177 5.945
H 4.228 -1.708 6.563
H 2.507 -1.342 6.672
H 1.455 -3.003 5.295
H 0.117 -4.295 3.901
H 1.151 -5.395 2.977
H 0.269 -4.123 2.148
C -3.023 3.625 4.318
N -1.716 3.659 3.652
C -1.702 4.700 2.616
C -0.674 3.976 4.642
C -0.350 2.866 5.627
N 0.134 1.645 5.018
C 1.487 1.841 4.485
C 0.141 0.597 6.037
H -3.179 4.538 4.911
H -3.104 2.756 4.968
H -3.805 3.549 3.570
H -1.817 5.701 3.059
H -2.517 4.524 1.919
H -0.763 4.653 2.063
H -1.001 4.850 5.227
H 0.229 4.262 4.099
H -1.247 2.625 6.201
H 0.399 3.248 6.342
H 2.127 2.353 5.220
H 1.470 2.422 3.564
H 1.937 0.879 4.261
H 0.810 0.855 6.873
H 0.464 -0.339 5.597
H -0.869 0.475 6.437
O -0.257 -0.594 2.652
H 0.482 -0.236 2.125
H -0.619 -1.253 2.030
O -5.228 3.492 0.955
C -4.293 2.826 1.276
N -3.370 2.164 1.615
N -4.144 0.245 3.840
N -2.849 -0.130 3.357
H -4.797 -0.528 3.724
H -4.449 0.993 3.220
H -2.901 -0.682 2.496
H -2.370 -0.678 4.062
*
```

The orbital gap (alpha / beta) is 0.2301 / 0.2311 hartree. As for the energy above the lowest of the compared OMol25 structures with the same formula, charge and spin: 5.0 kcal per mole. As for the HOMO energy (alpha / beta): -3.965 / -3.995 eV.

---

[2]
Below is a structure of composition C41H57CdCl2N5O3S2Se, with properties calculated with ωB97M-V/def2-TZVPD.

```
! RIJCOSX wB97M-V def2-TZVPD def2/J DEFGRID3
* xyz -2 1
Cd -0.056 0.015 0.171
C 3.210 4.206 -6.138
C 2.660 4.713 -4.796
C 1.448 5.597 -5.089
C 3.730 5.576 -4.110
C 2.302 3.529 -3.897
C 1.055 3.371 -3.311
C 0.776 2.277 -2.502
Se -0.951 2.100 -1.685
C -0.823 3.468 -0.338
C -1.038 4.788 -0.692
C -1.023 5.812 0.248
C -0.847 5.430 1.580
C -0.643 4.118 1.989
C -0.574 3.072 1.010
O -0.312 1.863 1.355
C -0.534 3.747 3.472
C 0.813 3.061 3.759
C -0.639 4.964 4.394
C -1.683 2.788 3.827
C -1.186 7.263 -0.203
C -0.046 7.632 -1.166
C -1.149 8.244 0.970
C -2.527 7.447 -0.930
C 1.718 1.247 -2.242
O 1.431 0.195 -1.557
C 3.027 1.446 -2.806
C 3.261 2.552 -3.603
C 4.136 0.438 -2.486
C 5.478 0.828 -3.111
C 3.751 -0.948 -3.027
C 4.333 0.362 -0.962
H 3.441 5.046 -6.804
H 4.119 3.619 -5.999
H 2.471 3.566 -6.628
H 1.734 6.393 -5.784
H 0.640 5.019 -5.543
H 1.067 6.064 -4.178
H 4.016 6.426 -4.740
H 3.347 5.958 -3.160
H 4.624 4.987 -3.894
H 0.265 4.095 -3.467
H -1.220 5.010 -1.740
H -0.871 6.199 2.340
H 1.640 3.748 3.556
H 0.863 2.760 4.812
H 0.935 2.178 3.135
H 0.166 5.682 4.206
H -1.599 5.476 4.282
H -0.554 4.630 5.432
H -1.668 1.918 3.171
H -1.588 2.447 4.864
H -2.647 3.293 3.711
H 0.918 7.552 -0.657
H -0.026 6.956 -2.023
H -0.162 8.658 -1.536
H -0.203 8.174 1.513
H -1.253 9.268 0.599
H -1.964 8.051 1.672
H -2.594 6.793 -1.801
H -3.357 7.202 -0.263
H -2.645 8.483 -1.269
H 4.251 2.677 -4.026
H 5.425 0.844 -4.204
H 5.812 1.809 -2.762
H 6.232 0.092 -2.819
H 3.669 -0.920 -4.118
H 4.514 -1.688 -2.755
H 2.791 -1.257 -2.618
H 4.623 1.344 -0.573
H 3.418 0.055 -0.457
H 5.130 -0.353 -0.721
N -3.836 -2.782 0.192
C -2.736 -1.975 0.519
S -2.845 -0.312 0.092
N -1.803 -2.608 1.162
N -0.648 -1.894 1.450
C -0.003 -2.389 2.437
C 1.324 -2.055 2.929
C 1.771 -2.780 4.043
C 3.036 -2.639 4.576
C 3.920 -1.745 3.949
C 3.520 -1.008 2.861
C 2.194 -1.087 2.319
O 1.873 -0.358 1.334
H -4.379 -2.381 -0.556
H -3.581 -3.750 0.056
H -0.495 -3.217 2.954
H 1.082 -3.488 4.497
H 3.340 -3.210 5.444
H 4.930 -1.634 4.330
H 4.199 -0.322 2.367
Cl 2.864 -5.462 -0.037
C 2.900 -3.671 0.088
Cl 1.553 -2.913 -0.732
H 3.819 -3.335 -0.374
H 2.861 -3.411 1.140
S -0.691 -1.491 -2.842
C -1.651 -2.767 -3.267
N -1.521 -3.988 -2.676
C -1.987 -5.215 -3.292
C -3.332 -4.964 -3.953
C -3.206 -3.786 -4.904
N -2.664 -2.651 -4.181
H -0.736 -4.037 -2.043
H -2.079 -5.979 -2.520
H -1.271 -5.581 -4.041
H -4.070 -4.725 -3.184
H -3.658 -5.854 -4.494
H -4.183 -3.510 -5.302
H -2.566 -4.065 -5.754
H -2.672 -1.745 -4.621
*
```

The orbital gap is 0.2086 hartree. As for the HOMO energy: -1.885 eV.

---

[3]
Below is an isolated molecule of C2H4N2 in a non-equilibrium geometry, with properties calculated with ωB97M-V/def2-TZVPD.

```
! RIJCOSX wB97M-V def2-TZVPD def2/J DEFGRID3
* xyz 0 1
H 1.827 -1.398 -1.539
N 1.044 -0.973 -1.192
C 1.176 -0.581 -0.010
N -0.402 0.104 0.541
C -1.367 0.964 0.438
H 1.507 -0.826 0.943
H -2.314 0.951 1.160
H -1.471 1.758 -0.342
*
```

The orbital gap is 0.3241 hartree. As for the energy above the lowest of the compared OMol25 structures with the same formula, charge and spin: 97.2 kcal per mole. Its SMILES is [H]/N=C/N=C. As for the HOMO energy: -8.130 eV.